1.
C2H2N2O3 | ωB97M-V with the def2-TZVPD basis set

XYZ file:
```
9
Properties=species:S:1:pos:R:3:forces:R:3
C -1.2357 -1.5748 0.5041 -1.709 -0.667 0.922
C 0.9515 1.0220 -0.4573 0.060 -4.030 -0.224
N 1.5205 2.0678 -0.4733 0.474 3.608 -0.411
N 1.9742 3.1330 -0.0582 0.008 0.261 1.931
O 2.5794 4.0534 -0.7628 0.147 -0.300 -1.216
O -1.5041 -2.4564 1.3843 0.249 0.500 -0.588
O -2.0526 -0.7986 -0.0586 0.707 -0.289 0.075
H -0.0877 0.7667 -0.5947 -0.494 0.632 -0.134
H -0.1770 -1.5197 0.2414 0.558 0.284 -0.356
```
Forces are in eV/Å.

Values from the calculation:
calculated total energy: -11223.7871 eV
charge: -2
Kohn-Sham gap: 5.929 eV

These are the natural (NBO) partial charges, in e, on atoms 1 to 2: 0.60, -0.27



2.
C39H51F6KN5O7P2S | ωB97M-V with the def2-TZVPD basis set

XYZ file:
```
112
Properties=species:S:1:pos:R:3:forces:R:3
K -0.4934 -2.5719 -0.5701 0.335 1.401 0.450
N -2.1229 -4.6615 0.8630 -0.158 0.051 -0.072
C -3.3496 -4.1682 0.1969 0.044 0.042 0.085
C -3.6776 -2.7107 0.5708 0.057 -0.025 -0.076
O -4.7516 -2.4577 1.1590 -0.052 0.011 -0.038
N -2.7407 -1.8509 0.1831 -0.757 0.359 0.453
C -3.0532 -0.4788 0.5341 -0.005 -0.192 0.036
C -1.7720 0.3176 0.6569 -0.117 0.011 -0.077
O -1.1998 0.5999 1.6671 -0.035 0.111 0.064
O -1.3522 0.7556 -0.5840 0.119 -0.087 -0.049
H -1.5977 -5.2658 0.2394 -0.005 -0.014 0.012
H -1.5116 -3.8749 1.0354 -0.105 -0.116 0.195
H -4.2008 -4.7795 0.4962 0.001 -0.007 0.020
H -3.2557 -4.2180 -0.8939 -0.011 -0.007 -0.009
H -3.5850 -0.4048 1.4881 0.056 0.031 0.037
H -3.6802 0.0019 -0.2321 -0.026 0.037 0.014
O 2.6456 -5.5003 -1.1492 0.014 0.030 -0.011
C 2.0460 -4.3284 -0.7371 -0.006 -0.044 0.078
O 0.9029 -4.3828 -0.2662 0.819 -1.136 0.267
C 2.8263 -3.1560 -0.9032 0.044 0.155 -0.038
C 4.1474 -3.1800 -1.4471 -0.114 0.025 0.038
C 4.8553 -2.0215 -1.5410 0.052 0.122 0.004
C 4.2714 -0.8010 -1.1015 0.044 -0.101 -0.032
C 2.9593 -0.8589 -0.6389 -0.090 0.075 0.056
N 2.2299 -1.9548 -0.5423 0.052 -0.115 0.011
C 2.3047 0.4568 -0.2530 -0.159 -0.059 -0.085
O 3.0201 1.4176 0.0219 0.078 0.064 0.036
O 0.9949 0.4937 -0.2812 0.128 -0.068 0.039
H 1.9052 -6.1208 -1.1827 0.010 -0.017 -0.005
H 4.5582 -4.1230 -1.7798 0.000 -0.007 -0.005
H 5.8595 -2.0266 -1.9517 -0.003 -0.004 -0.005
H 4.7956 0.1416 -1.1287 0.001 0.000 0.004
S -0.4410 -0.5791 6.7888 0.103 0.042 0.050
C -0.2486 -1.2214 5.1325 -0.041 -0.050 0.036
C -0.9969 -2.3076 4.7070 -0.018 -0.014 -0.039
C -0.8021 -2.7741 3.4126 0.029 0.162 0.100
N 0.0575 -2.2143 2.5641 -0.211 -0.160 -0.080
C 0.7488 -1.1595 2.9762 0.113 -0.026 -0.082
C 0.6396 -0.6261 4.2534 0.011 0.001 -0.010
C 0.8424 -1.5103 7.6085 -0.105 0.039 -0.085
C 1.9451 -0.8687 8.1498 0.053 0.044 0.094
C 2.9046 -1.6286 8.8064 -0.105 0.016 -0.046
N 2.8339 -2.9491 8.9421 0.089 -0.029 0.052
C 1.7760 -3.5568 8.4077 -0.091 0.091 -0.063
C 0.7578 -2.8882 7.7449 0.062 -0.127 0.003
H -1.7262 -2.7738 5.3557 -0.003 0.001 0.005
H -1.3727 -3.6209 3.0479 -0.001 -0.012 -0.009
H 1.4166 -0.7166 2.2454 -0.005 -0.004 -0.013
H 1.2215 0.2381 4.5439 0.002 0.000 -0.001
H 2.0576 0.2028 8.0545 0.009 -0.001 -0.009
H 3.7765 -1.1464 9.2355 0.008 -0.005 0.007
H 1.7336 -4.6349 8.5169 0.012 -0.001 0.008
H -0.0811 -3.4319 7.3321 0.010 -0.007 -0.001
F -0.4274 -3.2949 -2.7303 -0.033 -0.494 -1.356
P -0.6564 -4.5878 -3.7313 -0.121 0.160 0.024
F -0.8816 -5.8504 -4.7154 -0.030 -0.016 -0.023
F 0.9330 -4.8310 -3.7523 0.062 -0.021 0.008
F -0.5259 -3.5974 -5.0111 0.027 0.018 -0.002
F -0.8020 -5.5457 -2.4373 0.008 -0.036 -0.010
F -2.2496 -4.3072 -3.6915 0.010 -0.010 -0.019
C -4.0742 4.0982 -2.5042 0.024 0.005 -0.007
C -3.9429 3.6572 -1.0516 -0.008 -0.005 0.002
C -2.4631 3.4703 -0.6973 0.012 0.018 -0.015
C -1.6581 2.8116 -1.8457 -0.100 0.065 -0.021
C -2.6109 2.0249 -2.7558 0.021 -0.020 0.012
C -3.6012 2.9745 -3.4446 -0.001 -0.004 -0.004
P -0.2274 1.8153 -1.1503 -0.232 -0.081 0.072
C 0.6383 1.2986 -2.6838 0.025 -0.060 -0.052
C 0.2572 -0.1321 -3.0960 0.032 0.022 -0.007
C 1.3466 -0.7122 -4.0087 -0.003 -0.018 0.009
C 1.9964 0.3802 -4.8742 -0.001 0.000 -0.002
C 0.9898 1.4870 -5.1799 0.005 0.001 0.000
C 0.5832 2.2437 -3.9003 0.016 0.022 0.025
C 0.6770 3.1272 -0.2357 0.045 0.060 0.074
C 0.4783 3.1019 1.2866 -0.008 0.026 0.000
C 1.5517 3.9756 1.9348 0.003 -0.012 0.000
C 1.5613 5.4220 1.3883 0.013 -0.003 -0.003
C 0.5100 5.6239 0.3002 0.000 0.016 0.007
C 0.6313 4.5729 -0.8033 0.047 -0.019 -0.007
H -3.4588 4.9934 -2.6499 -0.002 -0.002 0.002
H -5.1006 4.3884 -2.7403 -0.004 -0.006 0.003
H -4.4849 2.7187 -0.9049 -0.002 0.001 0.000
H -4.3951 4.3858 -0.3741 0.000 0.004 -0.003
H -2.3889 2.8882 0.2241 0.002 -0.026 0.000
H -2.0319 4.4506 -0.4742 -0.008 -0.017 0.016
H -1.2429 3.6111 -2.4645 -0.010 -0.016 -0.013
H -3.1435 1.2779 -2.1676 -0.007 0.010 0.020
H -2.0675 1.4648 -3.5160 0.008 -0.033 0.007
H -4.4597 2.3971 -3.7968 0.000 -0.007 0.001
H -3.1352 3.4101 -4.3342 0.000 0.004 0.001
H 1.6808 1.2621 -2.3630 0.017 0.025 -0.030
H -0.7124 -0.1330 -3.5975 -0.002 0.004 -0.033
H 0.1511 -0.7486 -2.2137 0.060 -0.056 0.002
H 0.9033 -1.4873 -4.6350 -0.012 -0.004 0.007
H 2.1030 -1.2055 -3.3941 0.014 0.012 -0.004
H 2.3829 -0.0542 -5.7985 -0.001 0.005 -0.005
H 2.8578 0.8150 -4.3553 -0.001 -0.007 0.009
H 0.1022 1.0361 -5.6349 0.000 -0.006 0.007
H 1.3870 2.1971 -5.9104 0.001 -0.002 -0.001
H -0.4043 2.6786 -4.0453 0.000 -0.018 -0.017
H 1.2718 3.0780 -3.7309 -0.007 0.005 0.008
H 1.6954 2.7591 -0.3590 0.013 0.038 -0.003
H 0.5702 2.0794 1.6406 0.008 -0.006 -0.009
H -0.5228 3.4398 1.5688 -0.004 -0.013 -0.001
H 2.5135 3.4958 1.7429 0.004 0.000 0.011
H 1.4107 3.9795 3.0183 -0.017 -0.001 -0.001
H 2.5458 5.6560 0.9719 -0.003 -0.007 -0.009
H 1.3922 6.1399 2.1952 0.002 0.007 -0.003
H 0.6063 6.6218 -0.1377 -0.005 0.004 0.001
H -0.4883 5.5782 0.7450 0.003 -0.013 -0.005
H 1.5683 4.7484 -1.3424 -0.006 0.000 -0.007
H -0.1605 4.7313 -1.5305 0.013 0.018 0.035
```
Forces are in eV/Å.

Values from the calculation:
calculated total energy: -125107.9103 eV
spin multiplicity: 2
charge: -2
expectation value of S²: 0.77
Kohn-Sham gap (spin up / spin down): 3.499 / 6.375 eV

These are the Mulliken partial charges, in e, on atoms 1 to 2: 1.61, -0.49



3.
C4H9N2O4P | ωB97M-V with the def2-TZVPD basis set

XYZ file:
```
20
Properties=species:S:1:pos:R:3:forces:R:3
C -0.6305 3.7354 1.4001 -0.276 0.412 0.553
O 0.2156 2.9436 0.5559 -0.332 0.061 0.091
P -0.4711 2.1234 -0.6115 0.492 -0.345 -0.242
O -1.6054 1.2560 -0.2543 0.249 0.274 -0.058
O 0.7852 1.3872 -1.2556 -0.562 -0.908 0.564
O -0.8015 3.2751 -1.6685 -1.185 -0.507 -0.672
H -0.0077 4.1330 2.2190 -0.193 -0.252 -0.470
H -1.4471 3.1369 1.8378 0.369 0.090 -0.256
H -1.0718 4.5835 0.8500 0.246 -0.351 0.069
H 0.7824 0.4284 -0.9896 0.217 0.748 -0.316
H -1.5641 2.9980 -2.2444 1.070 0.407 0.792
C 1.7839 -3.1445 -0.4398 0.156 -0.458 0.065
C 1.1064 -4.2237 0.0852 0.412 0.170 -0.193
N -0.1376 -3.7399 0.4054 -0.520 -0.022 0.192
C -0.1669 -2.4185 0.0708 0.174 0.085 -0.085
N 0.9864 -2.0251 -0.4459 -0.732 -0.204 0.321
H 2.8072 -3.1173 -0.8142 -0.440 -0.015 0.163
H 1.3891 -5.2626 0.2551 -0.107 0.523 -0.098
H -0.9048 -4.2744 0.8205 0.606 0.469 -0.340
H -1.0476 -1.7948 0.2241 0.355 -0.176 -0.080
```
Forces are in eV/Å.

Values from the calculation:
calculated total energy: -24756.2981 eV
structure (SMILES): COP(=O)(O)O.c1c[nH]cn1
Kohn-Sham gap: 9.782 eV

These are the natural (NBO) partial charges, in e, on atoms 1 to 2: -0.27, -0.80



4.
C35H91N5O13 | ωB97M-V with the def2-TZVPD basis set

XYZ file:
```
144
Properties=species:S:1:pos:R:3:forces:R:3
C -1.2613 -7.3337 2.0694 0.881 -0.106 1.322
O -2.6372 -7.2292 2.3358 0.720 -0.067 -0.326
C -2.8082 -7.1742 3.7234 -0.081 -1.019 1.680
C -4.1112 -6.5003 4.0042 -0.085 0.730 -0.191
N -4.1920 -5.1710 3.4131 -0.572 -0.180 -0.497
C -3.1759 -4.1507 3.8135 -1.227 -1.685 -0.385
C -3.7042 -2.8097 3.3679 1.996 -1.058 0.885
O -3.6033 -2.8289 1.9700 -0.115 -1.473 1.311
C -4.3001 -1.8293 1.3821 0.476 1.548 -2.076
H -0.7254 -6.5739 2.6600 0.006 0.342 -0.452
H -0.9278 -7.3099 1.0483 -0.679 0.157 -0.580
H -0.8496 -8.2311 2.5004 0.004 -0.931 0.112
H -2.0261 -6.5934 4.2579 0.032 -0.124 -0.641
H -2.7927 -8.1905 4.2548 0.070 0.876 -1.008
H -4.2631 -6.4476 5.0757 0.065 0.114 0.429
H -4.9233 -7.1075 3.6315 -0.339 -0.094 -0.308
H -4.4264 -5.2745 2.3929 0.981 0.699 1.545
H -2.1631 -4.3610 3.4042 -0.402 0.360 -0.021
H -3.0722 -4.1720 4.9112 -0.212 -0.071 -0.274
H -3.0251 -2.1307 3.8718 0.377 1.060 -0.487
H -4.6679 -2.6046 3.7999 -0.850 -0.162 -0.389
H -4.2066 -2.0082 0.3056 -0.003 0.400 -0.053
H -3.8058 -0.8979 1.6473 -0.190 0.682 -0.215
H -5.3515 -1.7449 1.5710 -0.787 -0.307 0.664
C -2.5373 -2.2399 -3.4721 -1.588 -2.874 1.265
O -2.8115 -1.8121 -2.1465 1.947 -0.091 1.454
C -1.5098 -1.5426 -1.4897 0.843 1.161 -2.422
C -0.6601 -2.7352 -1.1449 -0.173 -0.526 -0.928
N -1.1291 -3.4081 0.0599 -0.365 0.845 -0.268
C -0.8036 -4.8076 0.0570 0.007 -0.840 0.131
C 0.6682 -5.1078 0.0390 2.219 -0.217 1.266
O 1.2348 -4.9150 -1.2295 -1.610 0.512 -0.713
C 2.5210 -5.3335 -1.4030 2.298 1.015 -0.729
H -1.8493 -3.1364 -3.4827 -0.547 1.074 -0.219
H -2.1751 -1.4208 -3.9796 1.076 1.623 -1.647
H -3.5095 -2.5847 -3.8920 0.672 0.362 0.144
H -1.5862 -0.9169 -0.6279 -0.947 0.375 0.734
H -0.8751 -0.8849 -2.2122 -1.024 -0.992 0.830
H 0.3787 -2.4575 -1.0255 0.265 0.506 0.246
H -0.5888 -3.3974 -2.0394 -0.330 -0.016 0.623
H -2.1439 -3.2733 0.1050 0.396 -0.356 0.227
H -1.2430 -5.2988 -0.8411 -0.009 -0.183 0.643
H -1.1346 -5.2292 1.0136 -0.497 0.040 -0.572
H 0.9728 -6.1016 0.4594 -0.955 -0.098 -0.768
H 1.2545 -4.5268 0.7884 -0.627 0.578 -0.485
H 2.6187 -6.3987 -1.4361 -0.004 -0.972 0.245
H 3.1977 -4.9201 -0.6198 -0.260 -0.290 -0.253
H 2.9415 -4.9669 -2.3953 -0.806 -0.219 1.135
C 2.0616 -1.9467 -4.7740 2.267 -0.821 2.353
O 2.6237 -0.7270 -4.2777 -1.195 -0.228 0.310
C 1.7320 0.3685 -4.4979 1.730 0.311 -0.711
C 2.3375 1.5980 -3.8545 0.745 1.369 0.072
N 3.6489 1.9620 -4.4897 -0.166 -0.211 0.333
C 4.1434 3.3196 -4.1710 -1.716 -0.939 2.328
C 4.6018 3.4960 -2.6886 1.809 -0.778 -1.220
O 5.7027 2.5452 -2.4966 -0.488 1.440 -0.191
C 6.1790 2.5368 -1.1693 -0.464 -0.728 0.987
H 2.9265 -2.7073 -4.6258 -1.617 1.053 -0.573
H 1.8025 -1.8214 -5.7941 -0.420 -0.196 -1.106
H 1.2174 -2.2818 -4.1306 0.237 0.216 -0.549
H 0.7076 0.2256 -4.2094 -0.583 -0.525 0.750
H 1.7102 0.5074 -5.5839 -0.089 0.347 -0.111
H 2.4651 1.5285 -2.7575 -0.245 -0.548 -0.234
H 1.6260 2.4631 -3.9708 0.645 -0.678 -0.250
H 4.4044 1.2695 -4.2476 -1.291 0.954 -0.183
H 3.3858 4.0953 -4.2755 -0.698 -0.274 -0.285
H 4.8329 3.5754 -4.9129 1.772 0.326 -0.640
H 3.8266 3.3110 -1.9417 -0.245 -0.126 -0.170
H 4.9706 4.5287 -2.5482 -0.018 -0.266 0.052
H 5.6812 1.7159 -0.6569 -0.124 -0.232 0.290
H 5.9259 3.4271 -0.5787 0.167 0.208 -0.425
H 7.2494 2.3203 -1.0521 -0.152 0.313 -0.673
C 0.8063 3.2631 4.1523 -0.348 -1.145 -2.340
O 0.8890 4.0636 2.9460 0.238 -0.728 1.341
C 2.2982 4.3371 2.7364 -1.988 -0.732 -0.648
C 2.3331 5.4810 1.7678 0.573 -0.939 -1.076
N 1.8512 5.0935 0.4190 -0.327 0.193 0.197
C 2.1426 6.1273 -0.5497 0.152 2.079 -0.111
C 1.5487 5.9278 -1.9381 -1.359 1.622 1.249
O 0.0979 6.1683 -1.8609 1.013 -0.919 -1.012
C -0.4157 6.1081 -3.1923 -1.383 0.309 0.018
H 1.4076 2.3347 3.9827 -0.443 0.557 0.380
H -0.2274 3.0104 4.3057 -0.538 -0.324 -0.217
H 1.0934 3.7338 5.0518 0.876 1.047 0.860
H 2.7779 3.3816 2.4518 0.124 0.631 -0.216
H 2.5884 4.6232 3.7080 1.335 0.673 1.034
H 3.3815 5.7274 1.5984 0.114 0.341 0.179
H 1.8220 6.3250 2.2349 -0.146 0.205 -0.226
H 0.8571 4.8388 0.3714 0.531 0.354 0.400
H 3.2440 6.2536 -0.6542 -0.478 -0.393 0.000
H 1.8157 7.1985 -0.2406 0.162 -1.466 -0.124
H 1.7309 4.9291 -2.2756 0.195 -0.642 -0.649
H 1.9077 6.7459 -2.5929 0.374 -0.765 0.033
H 0.0348 6.8725 -3.8261 0.156 0.303 0.049
H -1.5253 6.3202 -3.1627 1.207 -0.350 0.135
H -0.2545 5.1617 -3.7475 0.000 0.044 0.702
C -5.0204 1.9984 -2.2993 2.877 -1.725 0.357
O -3.7330 2.6003 -2.5858 -1.044 -0.585 0.029
C -2.6854 1.6999 -2.2388 -1.108 -0.584 0.055
C -1.6139 2.4611 -1.5349 -0.377 1.299 0.055
N -2.1246 2.7655 -0.2239 -1.513 -1.329 0.176
C -1.6728 3.8816 0.5106 0.491 1.143 -0.377
C -2.5432 4.2126 1.6546 -0.981 0.750 0.559
O -3.7354 4.8599 1.1352 -0.070 -0.599 0.875
C -4.7543 4.9065 2.1333 -0.455 0.666 -0.785
H -5.0804 0.9586 -2.7253 -0.082 0.949 0.302
H -5.7697 2.6039 -2.6350 -1.855 1.625 -1.321
H -5.1218 1.9610 -1.2251 -0.124 -0.363 0.572
H -2.3712 1.1747 -3.1405 0.313 -0.058 -0.099
H -3.1132 0.9276 -1.5391 0.615 0.453 -0.514
H -1.4188 3.4286 -2.0426 0.088 -0.490 -0.266
H -0.6947 1.8857 -1.5209 0.440 -0.187 0.117
H -3.1329 2.5834 -0.1286 0.839 0.504 -0.322
H -1.5255 4.8478 -0.0323 -0.123 -0.645 -0.299
H -0.7380 3.6094 0.9332 1.327 -0.006 0.541
H -2.0423 4.9418 2.3052 0.077 -0.175 0.009
H -2.7461 3.3072 2.2647 -0.361 0.317 -0.315
H -5.1094 3.9027 2.3218 -0.345 -0.390 0.105
H -5.6188 5.5585 1.8020 1.127 -0.764 0.117
H -4.3814 5.2992 3.0742 0.198 0.245 0.225
C 0.2399 0.9620 1.1856 0.135 0.674 0.779
C 1.6246 1.3662 0.7773 -0.043 -0.682 -0.493
O 2.6486 1.0130 1.7029 0.429 0.372 -0.025
H -0.4413 1.3042 0.3996 -0.197 -0.017 0.629
H 0.0033 1.3718 2.2015 -0.158 -0.120 -0.971
H 0.2012 -0.1051 1.2519 -0.189 -0.815 0.088
H 1.6813 2.4091 0.5686 0.222 1.025 0.244
H 1.8273 0.8939 -0.1784 0.277 -0.350 -0.363
H 2.3366 0.3083 2.2641 -0.376 -0.423 0.249
C 2.2961 -3.5848 3.1802 -2.401 0.605 0.235
C 0.6998 -3.3946 3.1567 2.348 -0.717 -0.914
O 0.4210 -2.3249 2.2729 -0.877 -0.360 0.094
H 2.7794 -2.6674 3.5319 -0.032 -0.222 -0.019
H 2.5935 -3.7866 2.1483 0.245 -0.157 0.344
H 2.4555 -4.4064 3.8696 0.604 -0.197 -0.063
H 0.3083 -3.2768 4.1675 -0.110 0.315 0.023
H 0.3296 -4.3629 2.7551 -0.186 0.508 0.226
H -0.3172 -2.6145 1.6749 0.527 0.269 0.116
C 3.7281 -1.7297 -0.1136 -0.677 0.244 -0.607
O 4.6922 -0.7839 0.3451 -1.276 -0.077 0.937
H 4.1649 -2.6469 -0.4738 0.737 -0.204 0.013
H 2.9670 -2.0423 0.6175 0.272 0.354 0.215
H 3.1834 -1.3230 -0.9762 -0.051 0.055 0.026
H 4.1456 -0.1997 0.9305 0.869 -0.179 -0.657
```
Forces are in eV/Å.

Values from the calculation:
calculated total energy: -71828.6943 eV
structure (SMILES): COCCNCCOC.COCCNCCOC.COCCNCCOC.COCCNCCOC.COCCNCCOC.CCO.CCO.CO
Kohn-Sham gap: 8.864 eV

These are the Mulliken partial charges, in e, on atoms 1 to 2: -0.80, -0.33